[1]
Computed, not measured: the molecule C11H16N2Si at a distorted geometry, with ωB97M-V with the def2-TZVPD basis set.

Calculated values
HOMO = -8.2286 eV
Total energy = -827.778920 Ha
ΔE to the lowest compared entry with this formula, charge and spin = 0.00 kcal per mole
LUMO level = 0.83 eV
SMILES string = Cc1cc([Si](C)(C)C)c2cn[nH]c2c1

Cartesian coordinates (Å):
N -0.608 -2.959 -2.203
C 0.227 -2.226 -1.488
C -2.545 -0.056 -1.236
C -0.822 1.052 0.051
C -0.396 -1.065 -0.958
C -1.685 -1.089 -1.500
C -2.143 1.024 -0.460
C 0.050 -0.006 -0.162
N -1.748 -2.300 -2.181
C -3.076 2.182 -0.303
C 2.698 1.395 0.133
C 1.249 0.553 2.663
C 2.431 -1.663 0.908
Si 1.585 0.051 0.904
H 1.306 -2.386 -1.481
H -3.538 -0.086 -1.631
H -0.488 1.820 0.711
H -2.560 -2.623 -2.726
H -3.049 2.640 0.690
H -2.811 2.939 -1.029
H -4.085 1.850 -0.504
H 2.169 2.337 0.059
H 3.573 1.544 0.772
H 3.000 1.094 -0.884
H 2.070 0.208 3.306
H 1.122 1.632 2.696
H 0.342 0.115 3.071
H 1.692 -2.352 1.330
H 3.319 -1.667 1.533
H 2.723 -1.960 -0.082

***

[2]
Computed, not measured: the ion C11H16N3O2S with charge +1 at a distorted geometry, with ωB97M-V with the def2-TZVPD basis set.

Calculated values
HOMO = -12.7079 eV
Total energy = -1141.260452 Ha
ΔE to the lowest compared entry with this formula, charge and spin = 68.90 kcal per mole
LUMO level = -3.65 eV
Charge = +1

Cartesian coordinates (Å):
C 1.468 -2.503 2.806
C 1.149 -2.099 1.692
N 0.297 -1.581 0.636
C -0.514 -2.266 -0.265
S -0.637 -4.077 -0.314
N -1.153 -1.268 -1.049
C -0.704 0.028 -0.605
C -1.145 1.443 -1.151
O -1.986 2.095 -0.169
C -3.365 1.898 -0.454
C -4.353 1.079 0.477
O -3.839 2.371 -1.481
C 0.281 -0.146 0.508
N 1.032 0.826 1.271
C 2.029 1.516 0.379
C 3.392 0.696 0.196
C 3.286 -0.458 -0.918
H 1.691 -2.955 3.817
H -1.458 -4.429 -1.368
H -1.834 -1.502 -1.781
H -1.691 1.251 -2.138
H -0.290 2.140 -1.389
H -3.868 0.147 0.917
H -4.690 1.724 1.345
H -5.257 0.760 -0.121
H 0.406 1.582 1.598
H 1.588 1.625 -0.662
H 2.208 2.546 0.843
H 3.831 0.326 1.169
H 4.141 1.455 -0.224
H 4.357 -0.622 -1.284
H 2.958 -1.446 -0.465
H 2.671 -0.156 -1.818

***

[3]
Computed, not measured: the molecule C11H16NOP at a distorted geometry, with ωB97M-V with the def2-TZVPD basis set.

Calculated values
HOMO = -7.5425 eV
Total energy = -900.101434 Ha
ΔE to the lowest compared entry with this formula, charge and spin = 0.00 kcal per mole
LUMO level = 0.81 eV
SMILES string = CP(C)(=O)c1c(N)ccc2c1CCC2

Cartesian coordinates (Å):
C 1.579 2.316 -0.093
C 0.314 2.794 -0.224
C 1.779 0.980 0.052
C 0.681 0.059 0.073
C -0.773 1.919 -0.172
C -0.636 0.504 0.031
C 3.077 0.311 0.406
C 1.256 -1.371 0.099
C 2.773 -1.150 -0.037
C -2.057 -1.733 1.390
C -1.935 -1.702 -1.541
N -1.989 2.481 -0.371
O -3.481 0.092 -0.031
P -2.174 -0.594 -0.040
H 2.367 3.009 -0.226
H 0.499 3.864 -0.188
H 4.025 0.782 -0.054
H 3.274 0.480 1.428
H 0.951 -1.732 1.038
H 0.953 -1.960 -0.776
H 2.904 -1.114 -1.080
H 3.391 -1.854 0.487
H -1.960 -1.150 2.374
H -2.980 -2.279 1.508
H -1.093 -2.344 1.489
H -2.705 -1.426 -2.242
H -0.851 -1.654 -1.908
H -2.097 -2.726 -1.264
H -2.206 3.343 0.146
H -2.885 1.855 -0.272

***

[4]
Computed, not measured: the ion C11H16NS2 with charge +1 at a distorted geometry, with ωB97M-V with the def2-TZVPD basis set.

Calculated values
HOMO = -12.5919 eV
Total energy = -1279.609396 Ha
ΔE to the lowest compared entry with this formula, charge and spin = 20.09 kcal per mole
LUMO level = -2.88 eV
SMILES string = C[NH+](C)C1(c2ccccc2)SCCS1
Charge = +1

Cartesian coordinates (Å):
C -3.699 -0.095 -1.164
C -2.970 -1.281 -1.175
C -1.556 -1.249 -1.112
C -0.896 -0.031 -0.914
C 0.487 0.030 -0.253
S 1.523 1.420 -0.632
C 3.001 0.619 -1.283
C 3.116 -0.810 -0.808
S 1.511 -1.439 -0.173
C -1.613 1.157 -1.105
C -3.027 1.124 -1.164
H -4.776 -0.116 -1.185
H -3.475 -2.242 -1.243
H -0.984 -2.181 -1.213
H 2.848 0.749 -2.349
H 3.910 1.150 -0.975
H 3.574 -1.440 -1.590
H 3.803 -0.878 0.055
H -1.097 2.125 -1.214
H -3.584 2.058 -1.220
C 1.468 0.648 2.166
N 0.224 0.449 1.369
C -0.561 -0.602 2.073
H 2.073 1.436 1.729
H 1.186 0.910 3.182
H 2.003 -0.283 2.181
H -0.318 1.334 1.303
H -1.520 -0.712 1.584
H 0.021 -1.512 2.011
H -0.674 -0.336 3.120